Entry 1:
{"formula": "C8H18N2", "method": "wB97M-V/def2-TZVPD", "symbols": ["N", "C", "C", "C", "C", "H", "H", "H", "H", "H", "H", "H", "H", "H", "N", "C", "C", "C", "C", "H", "H", "H", "H", "H", "H", "H", "H", "H"], "coordinates": [[1.5042, -0.0756, -0.4610], [1.3566, -0.9522, 0.7090], [2.1652, 1.1112, 0.0992], [1.0085, -0.0441, 1.9091], [1.5538, 1.3472, 1.4980], [0.5647, 0.2001, -0.7742], [0.6043, -1.7409, 0.5153], [2.3307, -1.4503, 0.8774], [3.2443, 0.8807, 0.1885], [2.0612, 1.9765, -0.5833], [-0.0883, -0.0052, 2.0545], [1.4598, -0.4130, 2.8502], [2.3021, 1.7359, 2.2152], [0.7311, 2.0854, 1.4368], [-0.8604, 0.8240, -1.0523], [-1.0787, -0.1866, -2.0914], [-1.9104, 0.5372, -0.0704], [-1.2460, -1.4731, -1.2717], [-1.8064, -0.9854, 0.0899], [-0.9456, 1.7769, -1.4286], [-1.9955, 0.0082, -2.6804], [-0.2265, -0.2223, -2.7971], [-1.7364, 1.0917, 0.8718], [-2.9172, 0.8104, -0.4407], [-1.9178, -2.1945, -1.7752], [-0.2652, -1.9672, -1.1324], [-1.1057, -1.2360, 0.9094], [-2.7862, -1.4389, 0.3343]], "atomic_forces_ev_per_a": [[0.9, -0.5, 0.5], [0.5, -0.3, -0.3], [0.2, -0.1, -0.4], [-0.1, -0.1, 0.4], [0.0, 0.3, 0.2], [0.9, 0.2, 0.5], [0.7, 0.4, 0.2], [-0.4, 0.1, 0.1], [-0.4, 0.2, 0.0], [0.0, -0.4, 0.3], [0.6, 0.0, 0.1], [-0.3, 0.2, -0.4], [-0.4, -0.2, -0.3], [0.4, -0.3, 0.1], [-1.9, 1.2, -0.8], [0.0, -0.2, -0.7], [-0.1, 0.2, 0.5], [0.0, -0.6, -0.2], [-0.3, -0.4, 0.4], [0.1, -0.5, 0.2], [0.2, 0.0, 0.2], [-0.4, 0.0, 0.4], [0.0, -0.3, -0.4], [0.3, 0.0, 0.0], [0.4, 0.4, 0.3], [-0.6, 0.2, -0.2], [-0.7, 0.1, -0.5], [0.5, 0.2, -0.1]], "lowdin_charge": [-0.076, -0.237, -0.230, -0.178, -0.181, 0.000, 0.078, 0.111, 0.105, 0.108, 0.077, 0.104, 0.100, 0.094, -0.107, -0.213, -0.203, -0.168, -0.170, 0.139, 0.114, 0.123, 0.110, 0.114, 0.111, 0.092, 0.071, 0.113], "smiles": "C1CCNC1.C1CCNC1", "lumo_ev": 0.912, "relative_energy_kj_mol": 112.4, "homo_lumo_gap_ev": 8.85, "e_homo_ha": -0.292}


Entry 2:
{"formula": "C8H18N2O4S", "method": "wB97M-V/def2-TZVPD", "symbols": ["C", "C", "C", "C", "C", "C", "C", "C", "N", "N", "O", "O", "O", "O", "S", "H", "H", "H", "H", "H", "H", "H", "H", "H", "H", "H", "H", "H", "H", "H", "H", "H", "H"], "coordinates": [[1.3462, 1.6129, 3.5659], [-0.4121, -2.8543, -1.3037], [-0.9848, 1.5047, -1.6413], [-1.8037, -1.2974, 1.5886], [2.4063, 2.3385, -0.6995], [0.2853, -1.8529, -0.3874], [-0.2659, 0.1636, -1.6029], [-1.6806, -0.4862, 0.3065], [2.4272, 0.9478, -0.5864], [-0.3575, -0.5405, -0.3173], [2.2816, 2.0213, 3.0460], [0.4339, 1.2423, 4.1478], [0.1189, 1.6023, 1.2612], [1.2123, -0.5053, 1.8640], [0.9204, 0.4725, 0.8493], [-1.4842, -2.8837, -1.1107], [-0.2524, -2.6184, -2.3543], [-0.0084, -3.8490, -1.1198], [-0.6654, 2.1263, -0.8078], [-0.7325, 2.0068, -2.5717], [-2.0652, 1.3867, -1.6087], [-1.8465, -2.3667, 1.4000], [-0.9714, -1.0787, 2.2515], [-2.7227, -1.0066, 2.0934], [3.4482, 2.6727, -0.7859], [1.8392, 2.7136, -1.5755], [2.0102, 2.8310, 0.1964], [1.3113, -1.6704, -0.7171], [0.3407, -2.2438, 0.6279], [0.8120, 0.3298, -1.7470], [-0.6522, -0.4785, -2.3997], [-1.8496, 0.5616, 0.5592], [-2.4386, -0.8022, -0.4212]], "atomic_forces_ev_per_a": [[0.1, 0.2, 0.5], [0.0, 0.2, 0.0], [0.0, -0.1, 0.1], [0.1, 0.1, -0.1], [-0.7, 1.2, -0.1], [0.1, -0.9, -0.1], [0.0, 0.4, -0.9], [-0.7, -0.1, 0.4], [-1.2, -2.5, 2.3], [0.5, 0.5, 0.4], [1.4, 0.6, -0.8], [-1.4, -0.6, 0.8], [-0.2, 0.0, 0.0], [0.2, -0.2, -0.2], [2.0, 1.1, -2.0], [0.0, -0.1, 0.0], [-0.1, 0.0, 0.0], [0.0, 0.0, 0.0], [-0.1, 0.1, -0.1], [0.0, 0.0, -0.1], [-0.1, 0.1, 0.0], [0.0, -0.1, 0.0], [-0.1, -0.1, 0.1], [-0.1, 0.0, 0.0], [0.0, -0.1, 0.0], [0.1, 0.2, 0.1], [0.2, 0.2, -0.1], [0.0, 0.0, 0.0], [0.0, 0.1, -0.1], [-0.3, -0.1, -0.1], [0.0, -0.1, 0.2], [-0.1, -0.1, -0.2], [0.2, 0.1, 0.0]], "lowdin_charge": [-0.511, -0.053, -0.071, -0.052, -0.330, -0.234, -0.233, -0.218, -0.126, -0.300, 0.200, 0.214, -0.344, -0.329, 0.806, 0.076, 0.072, 0.085, 0.061, 0.085, 0.075, 0.078, 0.067, 0.089, 0.083, 0.058, 0.062, 0.129, 0.108, 0.084, 0.123, 0.111, 0.135], "smiles": "CC[N+](CC)(CC)[S@@](=O)([O-])=NC.O=C=O", "lumo_ev": [0.329, 0.328], "relative_energy_kj_mol": 340.5, "homo_lumo_gap_ev": [8.10, 8.10], "e_homo_ha": [-0.285, -0.286]}


Entry 3:
{"formula": "C8H18N3O", "method": "wB97M-V/def2-TZVPD", "symbols": ["C", "C", "C", "C", "C", "C", "C", "C", "N", "N", "N", "O", "H", "H", "H", "H", "H", "H", "H", "H", "H", "H", "H", "H", "H", "H", "H", "H", "H", "H"], "coordinates": [[0.5796, -0.9363, 1.0405], [-0.4323, -1.7513, 0.7312], [0.2989, 2.1279, 1.9966], [0.0837, -3.0298, -1.2232], [-2.0550, -1.7813, -1.1122], [1.1352, 2.2522, -0.4640], [1.8706, 0.9464, -0.1424], [-0.0968, 2.5534, 0.4882], [0.2093, -0.5871, -1.1069], [1.1042, -0.2778, -0.0158], [-0.6700, -1.7776, -0.7313], [-1.1113, 1.6294, 0.0876], [0.9346, -0.5546, 1.9300], [-0.9999, -2.4037, 1.3424], [1.1344, 2.6165, 2.4038], [-0.5588, 2.4786, 2.6749], [0.2436, 1.0277, 2.0393], [1.1172, -2.7956, -1.3519], [0.0627, -3.7669, -0.4841], [-0.3188, -3.3905, -2.1399], [-1.9320, -1.6531, -2.2648], [-2.6345, -2.7302, -0.9378], [-2.6756, -0.9493, -0.6121], [1.7913, 3.0566, -0.3325], [0.7115, 2.3206, -1.4983], [2.5546, 0.6859, -0.9077], [2.4362, 0.9310, 0.8217], [-0.4144, 3.6625, 0.4450], [-0.4058, 0.2508, -1.3219], [-1.9623, 1.8455, 0.6458]], "atomic_forces_ev_per_a": [[-0.7, 0.5, -1.2], [0.1, 0.4, 0.7], [-3.8, 0.7, -0.8], [-0.3, 1.3, -0.6], [-2.1, 1.5, -2.7], [-2.9, -0.5, 0.4], [-0.1, -0.5, 1.1], [1.8, -0.4, 1.5], [-1.1, 0.7, -2.9], [-2.4, -1.6, -1.2], [4.2, -0.3, 2.7], [-2.8, 1.3, 1.4], [0.7, -0.5, 2.2], [-0.3, -0.4, 0.4], [1.5, 0.2, 0.3], [1.0, -0.5, -0.9], [0.5, 1.0, 0.2], [0.5, 0.6, -0.2], [-0.6, -1.1, 1.2], [-0.4, -0.1, -0.8], [-1.1, 0.0, 1.9], [1.3, 0.6, 0.1], [1.4, -1.1, -0.9], [1.3, 1.1, 0.0], [0.7, -0.3, 0.6], [1.0, 0.3, -0.8], [-0.3, 0.6, -0.8], [0.4, -1.8, -0.1], [0.4, -1.3, 0.9], [2.4, -0.7, -1.7]], "lowdin_charge": [-0.079, -0.043, -0.029, 0.053, -0.014, -0.108, -0.125, -0.355, 0.119, -0.104, -0.278, -0.126, 0.108, 0.121, 0.061, 0.106, 0.038, 0.101, 0.084, 0.094, 0.145, 0.131, 0.134, 0.098, 0.131, 0.114, 0.152, 0.164, 0.139, 0.167], "smiles": "C[C@H](O)CCN1C=C[N+](C)(C)N1", "lumo_ev": -2.392, "relative_energy_kj_mol": 242.1, "homo_lumo_gap_ev": 9.62, "total_charge": 1, "e_homo_ha": -0.442}


Entry 4:
{"formula": "C8H18N3O6S", "method": "wB97M-V/def2-TZVPD", "symbols": ["C", "N", "C", "C", "C", "N", "C", "O", "N", "O", "C", "H", "H", "H", "H", "H", "H", "H", "H", "H", "H", "H", "H", "H", "H", "C", "C", "O", "S", "O", "O", "O", "H", "H", "H", "H"], "coordinates": [[0.9514, 0.0669, -4.4476], [-0.0286, 0.9258, -3.7813], [-0.3009, 0.6062, -2.3795], [0.9454, 0.1743, -1.5979], [0.9718, 0.8336, -0.2123], [1.5377, -0.1833, 0.7566], [1.5500, -1.5818, 0.0911], [0.8155, -2.4386, 0.9099], [-0.5852, -2.8072, 0.4064], [-1.2952, -1.9700, 0.6945], [1.0648, -1.3392, -1.3411], [0.8445, -1.0041, -4.2192], [0.8442, 0.2019, -5.5244], [1.9728, 0.3677, -4.1993], [-0.8962, 0.8027, -4.2834], [-1.0848, -0.1605, -2.2684], [-0.6949, 1.5159, -1.9146], [1.8557, 0.4878, -2.1093], [1.6631, 1.6780, -0.2091], [0.0126, 1.1929, 0.1532], [0.9533, -0.2296, 1.5929], [2.4744, 0.0709, 1.0591], [2.5761, -1.9529, 0.0968], [0.1883, -1.9225, -1.6139], [1.8481, -1.7115, -2.0072], [-1.2631, -0.2758, 3.6083], [-2.6370, 0.2005, 3.1818], [-2.5940, 1.6122, 3.4505], [-1.1487, 2.1946, 3.1692], [-1.0487, 2.6871, 1.8429], [-0.7394, 2.9618, 4.2751], [-0.3856, 0.7721, 3.1653], [-1.1660, -0.3950, 4.6870], [-0.9485, -1.1887, 3.1083], [-3.4462, -0.2505, 3.7468], [-2.8067, 0.0584, 2.1130]], "atomic_forces_ev_per_a": [[0.1, 0.0, 0.0], [0.1, -0.5, 0.0], [0.0, 0.3, -0.1], [-0.2, -0.1, 0.6], [0.6, 0.4, 0.0], [-0.2, -0.1, -0.3], [-0.4, -0.2, 0.2], [0.5, -0.3, -0.2], [0.5, 0.0, 0.1], [-1.0, 0.3, 0.0], [0.8, -0.2, -0.7], [0.0, 0.0, -0.1], [0.0, -0.1, 0.1], [-0.1, 0.0, 0.0], [-0.1, 0.3, -0.1], [0.1, 0.0, 0.0], [0.0, -0.1, -0.1], [-0.2, 0.1, -0.1], [-0.3, 0.1, 0.1], [-0.1, -0.2, 0.1], [0.0, 0.0, 0.2], [0.0, 0.1, 0.0], [0.0, 0.2, 0.2], [-0.2, 0.2, 0.2], [-0.1, -0.2, 0.1], [0.0, -0.3, 0.1], [0.0, -0.1, -0.2], [0.0, 0.0, 0.1], [-0.1, -0.2, 0.0], [0.0, 0.1, -0.3], [0.1, 0.2, 0.2], [0.2, -0.1, -0.2], [-0.1, 0.1, 0.0], [-0.1, 0.0, 0.1], [0.0, 0.2, 0.1], [0.0, -0.1, 0.0]], "lowdin_charge": [-0.126, -0.102, -0.190, -0.264, -0.049, 0.153, -0.258, -0.086, 0.105, 0.136, -0.073, 0.079, 0.090, 0.076, 0.105, 0.125, 0.120, 0.135, 0.148, 0.110, 0.140, 0.184, 0.166, 0.112, 0.130, -0.153, -0.138, -0.167, 0.598, -0.223, -0.177, -0.230, 0.143, 0.109, 0.145, 0.128], "lumo_ev": -4.800, "homo_lumo_gap_ev": 7.24, "total_charge": 1, "e_homo_ha": -0.443}